Here is 6 unconnected molecules or ions with the total composition C14H45N4O6 in a non-equilibrium geometry from the OMol25 dataset. Energies are from ωB97M-V/def2-TZVPD.

Cartesian coordinates (Å):
N (-0.219, 0.276, 0.768)
H (-0.959, 0.630, 0.179)
H (0.234, 1.114, 1.103)
H (0.442, -0.327, 0.300)
H (-0.736, -0.097, 1.552)
C (5.116, -1.433, 0.168)
C (4.912, -2.857, -0.405)
C (4.091, -3.172, -1.757)
O (2.744, -2.631, -1.552)
C (1.927, -2.910, -2.698)
N (6.224, -3.465, -0.544)
H (5.895, -1.438, 0.931)
H (4.207, -0.997, 0.582)
H (5.577, -0.835, -0.619)
H (4.477, -3.515, 0.347)
H (4.229, -4.208, -2.069)
H (4.588, -2.635, -2.565)
H (2.329, -2.672, -3.683)
H (0.925, -2.483, -2.650)
H (1.698, -3.973, -2.769)
H (6.518, -3.387, -1.507)
H (6.193, -4.467, -0.421)
C (-3.279, -3.475, 4.163)
C (-3.112, -2.348, 5.203)
C (-3.727, -2.853, 6.564)
O (-2.990, -3.925, 7.126)
C (-2.020, -3.687, 8.084)
N (-1.716, -2.028, 5.434)
H (-2.693, -3.381, 3.249)
H (-4.306, -3.762, 3.936)
H (-2.959, -4.418, 4.607)
H (-3.641, -1.467, 4.841)
H (-4.809, -2.978, 6.607)
H (-3.600, -2.022, 7.257)
H (-1.038, -3.414, 7.698)
H (-1.891, -4.621, 8.631)
H (-2.236, -2.833, 8.725)
H (-1.368, -2.752, 6.046)
H (-1.667, -1.305, 6.138)
C (-3.528, 4.461, -2.065)
C (-4.292, 3.203, -2.690)
C (-3.744, 2.827, -4.022)
O (-4.593, 1.703, -4.469)
C (-4.020, 1.178, -5.631)
N (-4.247, 2.102, -1.734)
H (-3.785, 5.302, -2.709)
H (-2.467, 4.257, -1.918)
H (-4.040, 4.725, -1.139)
H (-5.336, 3.402, -2.932)
H (-2.667, 2.688, -3.922)
H (-3.877, 3.708, -4.649)
H (-3.927, 1.904, -6.439)
H (-4.417, 0.205, -5.922)
H (-3.033, 0.832, -5.326)
H (-4.829, 2.360, -0.949)
H (-4.828, 1.382, -2.140)
O (1.188, 3.924, 3.182)
H (1.843, 4.584, 2.958)
H (0.698, 4.309, 3.909)
C (3.117, 3.392, -3.969)
C (4.620, 3.671, -4.241)
O (5.047, 4.886, -3.591)
O (2.790, 3.684, -2.653)
H (2.810, 2.361, -4.143)
H (2.628, 4.120, -4.617)
H (4.834, 3.666, -5.310)
H (5.165, 2.811, -3.852)
H (5.990, 4.957, -3.753)
H (3.536, 4.147, -2.263)

The value obtained for the frontier orbital gap is 7.7 eV. The calculation puts the energy above the lowest of the compared OMol25 structures with the same formula, charge and spin at 3.828 eV. The HOMO energy is -11.3 eV. For the lowest unoccupied orbital energy, the calculation gives -3.67 eV. Its net charge is +1.

---

Here is a molecular structure, C14H45O11Ti in a non-equilibrium geometry from the OMol25 dataset. Energies are from ωB97M-V/def2-TZVPD.

Cartesian coordinates (Å):
Ti (-1.989, -0.560, -1.505)
C (0.064, 0.431, 1.086)
C (-0.930, 0.000, 0.031)
O (-1.895, 0.721, -0.314)
O (-0.765, -1.132, -0.471)
H (0.083, -0.323, 1.873)
H (-0.260, 1.333, 1.605)
H (1.053, 0.610, 0.664)
C (-3.980, 0.875, -1.478)
O (-3.433, -0.099, -2.290)
H (-5.062, 0.979, -1.553)
H (-3.651, 0.657, -0.463)
H (-3.449, 1.804, -1.690)
H (-3.832, -0.023, -3.160)
C (-0.787, 1.209, -2.418)
O (-1.095, -0.064, -2.896)
H (-1.534, 1.538, -1.696)
H (0.219, 1.266, -2.002)
H (-0.782, 1.900, -3.261)
H (-0.622, -0.164, -3.725)
C (-1.990, 0.930, 3.107)
O (-1.839, -0.241, 3.934)
H (-3.016, 1.199, 2.856)
H (-1.482, 1.824, 3.470)
H (-1.549, 0.779, 2.122)
H (-0.957, -0.326, 4.305)
C (0.894, -1.504, -2.673)
O (0.998, -1.561, -1.294)
H (0.956, -0.453, -2.957)
H (1.704, -2.065, -3.139)
H (-0.044, -1.987, -2.946)
H (0.259, -1.148, -0.841)
C (1.950, 0.888, -1.222)
O (2.654, 1.952, -1.814)
H (0.996, 1.329, -0.934)
H (1.739, 0.159, -2.004)
H (2.366, 0.485, -0.298)
H (3.589, 1.739, -1.767)
C (1.349, 0.990, 3.212)
O (2.177, 1.660, 4.179)
H (1.723, 1.174, 2.204)
H (1.226, -0.051, 3.511)
H (0.331, 1.364, 3.311)
H (2.020, 2.603, 4.089)
C (2.651, -1.209, 0.605)
C (3.283, -1.771, -0.627)
O (2.534, -2.888, -1.068)
H (2.709, -1.886, 1.458)
H (1.606, -0.916, 0.513)
H (3.204, -0.311, 0.881)
H (4.338, -2.007, -0.487)
H (3.271, -0.996, -1.394)
H (1.750, -2.522, -1.484)
C (0.030, -4.681, 0.124)
C (0.023, -3.160, -0.204)
O (-1.046, -2.567, 0.457)
H (0.792, -5.181, -0.474)
H (-0.903, -5.177, -0.145)
H (0.275, -4.966, 1.147)
H (-0.166, -2.941, -1.255)
H (0.988, -2.734, 0.070)
H (-1.039, -1.618, 0.311)
C (-0.012, 3.281, 0.621)
C (-1.433, 3.088, 1.143)
O (-2.247, 2.554, 0.120)
H (0.212, 4.069, -0.098)
H (0.402, 2.444, 0.059)
H (0.677, 3.296, 1.466)
H (-1.856, 4.058, 1.403)
H (-1.416, 2.427, 2.009)
H (-2.033, 1.618, 0.097)

The value obtained for the frontier orbital gap (spin up / spin down) is 5.1 / 6.9 eV. The calculation puts the energy above the lowest of the compared OMol25 structures with the same formula, charge and spin at 27.954 eV. The HOMO energy (spin up / spin down) is -5.6 / -7.8 eV. The expectation value of S² is 3.756. Its spin multiplicity is 4. For the lowest unoccupied orbital energy (spin up / spin down), the calculation gives -0.52 / -0.92 eV. Its net charge is 0.

---

Here is 8 unconnected molecules or ions with the total composition C14H46N2O8 in a non-equilibrium geometry from the OMol25 dataset. Energies are from ωB97M-V/def2-TZVPD.

Cartesian coordinates (Å):
C (-6.535, -1.151, -7.745)
O (-7.225, -0.635, -6.551)
C (-7.413, -1.588, -5.472)
C (-7.895, -0.854, -4.175)
C (-6.878, -0.019, -3.407)
N (-8.461, -1.800, -3.173)
H (-6.922, -2.139, -7.995)
H (-5.448, -1.149, -7.675)
H (-6.761, -0.781, -8.745)
H (-8.150, -2.280, -5.880)
H (-6.423, -2.028, -5.354)
H (-8.673, -0.203, -4.574)
H (-6.089, -0.659, -3.013)
H (-7.364, 0.439, -2.545)
H (-6.295, 0.648, -4.042)
H (-8.857, -1.401, -2.334)
H (-7.841, -2.537, -2.869)
C (7.857, 0.477, -2.463)
O (6.838, 1.541, -2.415)
C (5.795, 1.299, -3.279)
C (4.776, 2.421, -3.297)
C (3.674, 2.416, -4.387)
N (5.439, 3.661, -3.448)
H (7.552, -0.416, -1.918)
H (8.795, 0.834, -2.037)
H (8.088, 0.233, -3.500)
H (6.008, 0.987, -4.301)
H (5.211, 0.515, -2.795)
H (4.363, 2.522, -2.293)
H (3.414, 3.448, -4.624)
H (2.880, 1.804, -3.959)
H (4.051, 1.906, -5.273)
H (5.767, 3.772, -4.397)
H (6.298, 3.370, -3.003)
C (5.753, 4.152, 3.083)
O (7.050, 3.793, 2.659)
H (5.671, 5.127, 3.563)
H (4.975, 4.082, 2.323)
H (5.423, 3.362, 3.758)
H (7.127, 3.114, 1.984)
C (3.072, -1.346, 8.045)
O (3.701, -0.240, 8.593)
H (2.029, -1.264, 8.353)
H (3.409, -1.297, 7.010)
H (3.316, -2.358, 8.367)
H (3.176, -0.119, 9.388)
C (-0.320, 0.222, 1.192)
O (-0.424, -1.142, 0.999)
H (0.197, 0.772, 0.406)
H (-1.331, 0.629, 1.234)
H (0.112, 0.367, 2.182)
H (0.443, -1.530, 1.143)
C (-5.614, 5.182, 5.660)
O (-4.740, 4.140, 5.401)
H (-6.240, 5.242, 4.769)
H (-6.205, 5.063, 6.568)
H (-5.071, 6.109, 5.845)
H (-3.866, 4.412, 5.692)
C (5.544, -4.763, 2.888)
O (4.196, -4.503, 2.502)
H (6.149, -5.116, 2.053)
H (5.862, -3.776, 3.225)
H (5.688, -5.449, 3.723)
H (3.838, -5.295, 2.095)
C (-4.482, -5.276, 3.254)
O (-4.847, -4.366, 2.283)
H (-3.419, -5.217, 3.489)
H (-5.007, -5.027, 4.176)
H (-4.663, -6.349, 3.182)
H (-4.078, -3.984, 1.853)

The value obtained for the frontier orbital gap is 9.2 eV. The calculation puts the energy above the lowest of the compared OMol25 structures with the same formula, charge and spin at 6.750 eV. The HOMO energy is -8.9 eV. For the lowest unoccupied orbital energy, the calculation gives 0.27 eV. Its net charge is 0.

---

Here is a molecular structure, C14H48AsF6N2O12 in a non-equilibrium geometry from the OMol25 dataset. Energies are from ωB97M-V/def2-TZVPD.

Cartesian coordinates (Å):
As (1.303, -0.161, -0.999)
F (0.521, -1.683, -0.373)
F (0.589, -0.411, -2.622)
F (2.152, 1.200, -1.742)
F (1.913, 0.087, 0.625)
F (2.661, -1.156, -1.499)
F (-0.285, 0.728, -0.627)
C (-9.498, 4.352, -2.921)
C (-9.969, 2.897, -2.967)
C (-9.634, 1.972, -1.730)
O (-8.201, 1.829, -1.508)
C (-7.849, 0.906, -0.433)
N (-11.381, 2.847, -3.346)
H (-9.924, 4.705, -1.981)
H (-9.891, 4.932, -3.756)
H (-8.423, 4.484, -2.798)
H (-9.399, 2.494, -3.804)
H (-10.107, 1.003, -1.887)
H (-10.119, 2.299, -0.811)
H (-8.501, 0.827, 0.437)
H (-6.916, 1.223, 0.032)
H (-7.511, -0.050, -0.832)
H (-11.818, 3.756, -3.395)
H (-11.915, 2.275, -2.708)
C (9.303, -3.268, 1.268)
C (9.421, -3.264, -0.304)
C (9.832, -1.813, -0.723)
O (11.165, -1.516, -0.344)
C (11.858, -0.607, -1.197)
N (10.331, -4.268, -0.689)
H (9.172, -4.281, 1.651)
H (8.380, -2.720, 1.454)
H (10.177, -2.827, 1.747)
H (8.531, -3.612, -0.828)
H (9.131, -1.148, -0.219)
H (9.655, -1.686, -1.791)
H (12.179, -1.087, -2.121)
H (12.790, -0.403, -0.671)
H (11.398, 0.368, -1.355)
H (11.256, -3.878, -0.580)
H (10.425, -5.045, -0.050)
C (3.966, 5.766, 6.643)
C (4.159, 4.612, 5.739)
O (3.298, 3.644, 6.213)
O (4.937, 6.754, 6.441)
H (4.034, 5.543, 7.708)
H (3.050, 6.259, 6.318)
H (5.170, 4.208, 5.704)
H (4.000, 5.059, 4.757)
H (3.305, 2.926, 5.576)
H (5.835, 6.564, 6.720)
C (-3.796, -0.302, 6.145)
C (-2.694, -1.199, 5.617)
O (-3.032, -2.620, 5.472)
O (-3.875, -0.367, 7.469)
H (-4.757, -0.298, 5.629)
H (-3.340, 0.677, 5.997)
H (-1.888, -1.252, 6.348)
H (-2.256, -0.881, 4.671)
H (-3.302, -2.856, 6.363)
H (-4.151, 0.472, 7.846)
C (-4.257, -4.277, -4.374)
C (-3.375, -4.356, -5.661)
O (-3.632, -5.464, -6.449)
O (-4.574, -5.441, -3.581)
H (-5.160, -3.709, -4.597)
H (-3.653, -3.634, -3.734)
H (-2.381, -4.396, -5.217)
H (-3.458, -3.414, -6.204)
H (-3.920, -6.217, -5.928)
H (-3.869, -5.630, -2.957)
O (5.354, -2.160, -5.442)
H (5.123, -1.299, -5.792)
H (4.757, -2.287, -4.706)
O (-0.363, -6.774, -0.841)
H (-0.399, -5.818, -0.852)
H (0.251, -6.999, -1.541)
O (2.032, 5.420, -4.601)
H (2.439, 4.758, -4.042)
H (1.398, 5.857, -4.033)
O (-4.699, 4.528, 1.472)
H (-3.813, 4.252, 1.234)
H (-5.268, 4.050, 0.869)

The value obtained for the frontier orbital gap is 9.5 eV. The calculation puts the energy above the lowest of the compared OMol25 structures with the same formula, charge and spin at 0.024 eV. The HOMO energy is -7.5 eV. For the lowest unoccupied orbital energy, the calculation gives 1.97 eV. Its net charge is -1.

---

Here is 9 unconnected molecules or ions with the total composition C14H49N16O9PS from the OMol25 dataset. Energies are from ωB97M-V/def2-TZVPD.

Cartesian coordinates (Å):
C (1.585, 1.781, -2.311)
C (2.538, 0.693, -2.848)
C (3.476, 1.237, -3.953)
C (3.354, 0.066, -1.704)
C (2.515, -0.246, -0.452)
C (4.166, -1.177, -2.133)
O (3.559, -2.407, -1.750)
P (2.362, -3.135, -2.720)
S (0.811, -4.182, -3.944)
H (1.990, 2.266, -1.422)
H (1.364, 2.520, -3.080)
H (0.646, 1.317, -2.009)
H (1.893, -0.073, -3.292)
H (4.521, 0.999, -3.744)
H (3.237, 0.820, -4.931)
H (3.393, 2.321, -4.017)
H (4.082, 0.832, -1.411)
H (2.421, 0.655, 0.154)
H (1.495, -0.543, -0.709)
H (2.982, -1.009, 0.169)
H (4.364, -1.176, -3.212)
H (5.139, -1.152, -1.638)
H (3.159, -4.250, -2.975)
H (1.524, -3.176, -1.606)
H (2.402, -2.094, -3.649)
H (-0.112, -3.211, -3.954)
N (-1.460, 4.452, -1.850)
C (-0.350, 5.014, -2.394)
N (0.289, 5.929, -1.593)
O (0.062, 4.740, -3.510)
H (-1.816, 4.702, -0.947)
H (-1.950, 3.771, -2.398)
H (1.130, 6.342, -1.949)
H (-0.034, 6.176, -0.676)
N (4.946, -3.944, 2.979)
C (4.179, -3.384, 2.002)
N (4.574, -3.649, 0.723)
O (3.194, -2.698, 2.249)
H (5.709, -4.568, 2.790)
H (4.648, -3.812, 3.927)
H (4.031, -3.235, -0.018)
H (5.359, -4.233, 0.506)
N (-1.530, 8.689, -1.994)
C (-2.546, 8.324, -1.166)
N (-3.072, 9.301, -0.377)
O (-2.966, 7.174, -1.126)
H (-1.162, 9.620, -2.039)
H (-1.121, 7.967, -2.562)
H (-3.828, 9.039, 0.232)
H (-2.759, 10.253, -0.393)
N (5.157, -8.823, 3.382)
C (4.768, -7.645, 2.809)
N (3.421, -7.448, 2.713)
O (5.570, -6.816, 2.413)
H (4.514, -9.515, 3.714)
H (6.142, -8.992, 3.459)
H (3.115, -6.575, 2.323)
H (2.739, -8.107, 3.036)
N (-7.515, 5.173, -0.134)
C (-6.388, 5.954, -0.072)
N (-5.496, 5.785, -1.085)
O (-6.209, 6.749, 0.839)
H (-7.686, 4.509, -0.864)
H (-8.187, 5.279, 0.602)
H (-4.649, 6.339, -1.055)
H (-5.646, 5.152, -1.847)
N (-2.029, 0.344, 1.866)
C (-0.808, 0.715, 1.385)
N (0.179, 0.833, 2.330)
O (-0.596, 0.894, 0.198)
H (-2.212, 0.154, 2.834)
H (-2.766, 0.205, 1.199)
H (1.096, 1.081, 2.008)
H (0.027, 0.691, 3.310)
N (-1.810, -4.443, 1.245)
C (-1.539, -3.371, 2.037)
N (-0.481, -2.604, 1.674)
O (-2.223, -3.101, 3.022)
H (-1.294, -4.654, 0.412)
H (-2.644, -4.964, 1.450)
H (-0.286, -1.796, 2.235)
H (0.092, -2.780, 0.871)
N (-7.244, -3.722, 2.965)
C (-5.949, -3.508, 2.558)
N (-5.061, -3.219, 3.545)
O (-5.630, -3.583, 1.381)
H (-7.537, -3.666, 3.921)
H (-7.916, -3.941, 2.256)
H (-4.096, -3.053, 3.282)
H (-5.321, -3.175, 4.512)

The value obtained for the frontier orbital gap is 9.3 eV. The calculation puts the energy above the lowest of the compared OMol25 structures with the same formula, charge and spin at 0.000 eV. The HOMO energy is -8.9 eV. For the lowest unoccupied orbital energy, the calculation gives 0.41 eV. Its net charge is 0.

---

Here is 11 unconnected molecules or ions with the total composition C14H50N8O11 in a non-equilibrium geometry from the OMol25 dataset. Energies are from ωB97M-V/def2-TZVPD.

Cartesian coordinates (Å):
N (2.930, -2.248, -1.996)
C (1.881, -2.051, -2.692)
N (1.274, -0.895, -2.442)
O (1.344, -3.003, -3.599)
H (3.521, -3.122, -2.260)
H (3.408, -1.432, -1.452)
H (0.433, -0.780, -3.004)
H (1.790, -0.173, -2.070)
N (0.199, -2.544, 1.708)
C (0.359, -3.199, 2.821)
N (0.067, -4.523, 2.740)
O (0.884, -2.598, 3.993)
H (0.344, -1.505, 1.820)
H (-0.444, -2.803, 1.005)
H (0.134, -5.111, 3.554)
H (-0.345, -4.982, 1.866)
N (4.194, 2.537, -3.016)
C (2.873, 2.342, -3.082)
N (2.414, 2.445, -4.335)
O (2.115, 2.047, -1.968)
H (4.612, 2.634, -2.026)
H (4.780, 2.402, -3.897)
H (1.402, 2.243, -4.343)
H (2.826, 2.030, -5.207)
N (1.848, 1.521, 2.905)
C (0.825, 1.274, 2.128)
N (0.713, 2.045, 1.105)
O (0.084, 0.113, 2.293)
H (2.001, 0.889, 3.647)
H (2.548, 2.168, 2.598)
H (0.067, 1.924, 0.280)
H (1.377, 2.794, 0.902)
C (-2.917, -1.461, 3.463)
C (-2.213, -1.620, 4.789)
O (-3.092, -1.120, 5.808)
H (-3.651, -2.271, 3.285)
H (-2.152, -1.501, 2.725)
H (-3.555, -0.542, 3.456)
H (-1.302, -1.024, 4.757)
H (-1.745, -2.583, 4.944)
H (-2.623, -0.888, 6.636)
C (2.827, -0.708, 0.831)
C (3.659, 0.399, 0.247)
O (3.988, 0.038, -1.091)
H (1.988, -0.912, 0.158)
H (2.591, -0.669, 1.932)
H (3.397, -1.649, 0.699)
H (4.528, 0.445, 0.833)
H (3.123, 1.339, 0.314)
H (3.987, 0.828, -1.555)
C (-0.184, 4.191, -2.372)
C (-0.971, 3.223, -3.199)
O (-0.194, 2.205, -3.851)
H (0.155, 3.812, -1.368)
H (-0.651, 5.120, -2.183)
H (0.776, 4.517, -2.827)
H (-1.331, 3.825, -3.967)
H (-1.825, 2.812, -2.618)
H (-0.533, 1.376, -3.539)
C (-2.286, -0.623, -3.916)
O (-0.834, -0.780, -4.032)
H (-2.685, -0.265, -4.867)
H (-2.519, 0.121, -3.169)
H (-2.826, -1.480, -3.641)
H (-0.699, -1.332, -4.832)
C (-3.594, -2.290, 0.384)
O (-3.561, -2.470, -1.042)
H (-2.597, -2.551, 0.703)
H (-4.274, -3.059, 0.775)
H (-4.098, -1.334, 0.647)
H (-3.232, -3.363, -1.086)
C (-1.527, 0.201, -0.549)
O (-0.649, 1.172, -1.020)
H (-2.488, 0.047, -1.108)
H (-1.739, 0.308, 0.553)
H (-0.966, -0.731, -0.754)
H (0.116, 0.730, -1.328)
C (-2.225, 1.898, 3.710)
O (-2.554, 1.538, 5.062)
H (-2.061, 1.036, 3.099)
H (-1.356, 2.455, 3.760)
H (-2.980, 2.486, 3.262)
H (-2.885, 0.660, 5.072)

The value obtained for the frontier orbital gap is 8.6 eV. The calculation puts the energy above the lowest of the compared OMol25 structures with the same formula, charge and spin at 5.057 eV. The HOMO energy is -8.5 eV. For the lowest unoccupied orbital energy, the calculation gives 0.04 eV. Its net charge is 0.